9 unconnected molecules or ions with the total composition C54H83ClN2O12S at a distorted geometry, computed with ωB97M-V/def2-TZVPD.

Last column: Mulliken charge in e.
Positions of all 153 atoms, in Å:
C 5.28 -4.68 1.16  -1.152
C 4.92 -4.70 -0.32  -0.050
O 3.54 -4.40 -0.50  -0.296
C 3.21 -4.13 -1.84  -0.725
C 3.17 -2.60 -2.02  -0.087
O 2.42 -2.23 -3.18  -0.638
C 1.39 -1.37 -2.82  0.282
C 0.10 -1.89 -2.82  -0.214
C -1.02 -1.10 -2.44  0.001
C -2.45 -1.57 -2.43  1.243
C -3.27 -1.65 -3.59  -0.690
C -4.57 -2.13 -3.47  -1.053
N -5.22 -2.52 -2.37  -0.652
C -4.43 -2.39 -1.30  -0.640
C -3.11 -1.96 -1.25  -0.844
C -0.75 0.21 -2.06  -1.211
C 0.54 0.72 -2.07  1.135
C 1.65 -0.03 -2.47  -0.667
N 2.93 0.56 -2.50  -0.460
C 3.32 1.24 -1.31  -1.093
C 4.57 1.04 -0.69  1.938
C 5.62 0.10 -1.29  -1.292
C 6.78 0.96 -1.93  0.671
C 8.18 0.40 -1.61  -1.338
C 6.57 1.05 -3.45  -1.736
C 4.90 1.76 0.48  1.399
C 6.22 1.65 1.21  -1.426
C 6.52 0.27 1.77  0.610
O 5.76 -0.60 1.96  -0.386
Cl 8.27 -0.02 2.17  -0.219
C 3.98 2.64 1.02  -0.952
C 2.73 2.86 0.44  -0.280
C 1.73 3.83 1.08  -1.216
O 1.20 3.21 2.25  -0.474
C 0.28 2.17 1.95  -0.070
C 0.86 0.75 2.17  -0.715
C 2.43 2.17 -0.73  0.500
S 0.88 2.41 -1.60  -0.442
H 4.79 -5.51 1.66  0.303
H 5.01 -3.75 1.64  0.246
H 6.37 -4.78 1.26  0.370
H 5.14 -5.69 -0.75  0.308
H 5.53 -3.93 -0.82  0.239
H 2.22 -4.55 -2.03  0.240
H 3.96 -4.58 -2.51  0.312
H 4.21 -2.28 -2.10  0.182
H 2.76 -2.19 -1.09  0.357
H -0.08 -2.92 -3.11  0.678
H -2.89 -1.35 -4.56  0.631
H -5.14 -2.20 -4.40  0.420
H -4.89 -2.65 -0.34  0.533
H -2.58 -1.93 -0.30  0.997
H -1.57 0.87 -1.77  0.445
H 3.65 -0.07 -2.83  0.475
H 6.01 -0.60 -0.55  0.185
H 5.23 -0.49 -2.11  0.212
H 6.72 1.97 -1.53  0.341
H 8.89 0.88 -2.29  0.441
H 8.46 0.71 -0.60  0.261
H 8.24 -0.69 -1.66  0.272
H 6.76 0.09 -3.95  0.336
H 5.56 1.41 -3.70  0.322
H 7.27 1.78 -3.87  0.509
H 6.22 2.33 2.07  0.582
H 7.06 1.99 0.58  0.343
H 4.23 3.19 1.93  0.446
H 2.31 4.68 1.45  0.411
H 0.96 4.14 0.38  0.365
H -0.15 2.23 0.94  0.114
H -0.57 2.26 2.64  0.488
H 0.32 0.03 1.55  0.122
H 1.92 0.70 1.92  0.053
H 0.74 0.42 3.20  0.351
C 0.47 8.46 1.27  -1.188
C -0.13 7.16 0.80  0.915
O 0.19 6.67 -0.26  -0.567
C -1.14 6.50 1.70  -0.599
H 1.17 8.83 0.53  0.346
H -0.32 9.21 1.40  0.311
H 0.99 8.31 2.21  0.310
H -1.99 7.16 1.85  -0.029
H -0.68 6.27 2.66  0.396
H -1.48 5.57 1.24  0.193
C -4.81 6.74 1.14  -0.452
C -4.84 8.06 1.88  0.788
O -3.83 8.53 2.35  -0.613
C -6.18 8.75 2.02  -1.247
H -3.80 6.36 1.13  -0.098
H -5.46 6.03 1.65  0.229
H -5.15 6.87 0.12  0.361
H -6.87 8.11 2.56  0.308
H -6.58 8.98 1.03  0.319
H -6.05 9.68 2.57  0.357
C -3.06 1.75 -4.07  -1.032
C -3.92 1.69 -2.83  1.145
O -3.64 2.33 -1.84  -0.571
C -5.14 0.81 -2.86  -0.232
H -2.23 2.42 -3.90  0.314
H -2.68 0.75 -4.30  0.047
H -3.65 2.11 -4.91  0.478
H -4.85 -0.23 -3.03  -0.363
H -5.82 1.14 -3.65  0.569
H -5.65 0.87 -1.90  -0.122
C -1.30 -4.24 -5.53  -0.288
C -1.69 -4.01 -6.97  0.732
O -2.61 -3.27 -7.26  -0.551
C -0.90 -4.73 -8.03  -1.195
H -1.94 -3.67 -4.87  -0.247
H -1.40 -5.31 -5.31  0.435
H -0.27 -3.92 -5.39  0.241
H -0.98 -5.81 -7.89  0.327
H 0.15 -4.43 -7.97  0.310
H -1.29 -4.47 -9.01  0.326
C 4.20 -2.75 5.30  -1.043
C 3.53 -3.90 4.59  0.607
O 3.93 -4.29 3.52  -0.478
C 2.34 -4.53 5.27  -0.882
H 5.03 -2.39 4.70  0.230
H 3.49 -1.93 5.44  0.316
H 4.58 -3.07 6.27  0.353
H 1.55 -3.78 5.41  0.258
H 2.63 -4.93 6.24  0.322
H 1.96 -5.33 4.64  0.310
C -1.87 -4.49 6.22  -0.981
C -1.06 -3.53 7.06  0.781
O 0.13 -3.39 6.87  -0.509
C -1.79 -2.77 8.13  -1.179
H -1.22 -4.96 5.48  0.197
H -2.31 -5.26 6.85  0.371
H -2.65 -3.95 5.69  0.315
H -2.23 -3.46 8.85  0.330
H -2.57 -2.15 7.69  0.325
H -1.08 -2.12 8.66  0.310
C -1.51 -4.76 0.19  -0.675
C -2.38 -4.87 1.42  0.804
O -1.99 -4.48 2.50  -0.534
C -3.74 -5.50 1.25  -1.058
H -0.56 -4.30 0.45  0.243
H -1.32 -5.76 -0.22  0.483
H -2.02 -4.15 -0.56  -0.085
H -3.64 -6.52 0.89  0.359
H -4.33 -4.91 0.55  0.196
H -4.25 -5.51 2.21  0.288
C -6.66 3.10 0.21  -0.170
C -7.96 3.84 0.04  0.818
O -8.02 5.05 0.09  -0.542
C -9.20 3.01 -0.19  -1.174
H -5.85 3.81 0.37  0.014
H -6.73 2.44 1.08  0.415
H -6.44 2.51 -0.68  -0.290
H -9.36 2.34 0.66  0.324
H -9.09 2.42 -1.10  0.296
H -10.06 3.66 -0.29  0.319

M	1019.78	g mol⁻¹
E_HOMO	-7.9486	eV

A molecular structure, C35H63MnN8O at a distorted geometry, computed with ωB97M-V/def2-TZVPD.

Last column: Mulliken spin population.
Positions of all 108 atoms, in Å:
Mn -15.01 -15.96 -3.81  4.832
C -11.30 -16.48 -5.54  -0.003
C -12.17 -15.26 -5.37  0.113
C -12.08 -14.24 -6.49  -0.017
O -13.51 -15.53 -5.05  0.018
H -11.28 -17.10 -4.64  0.003
H -10.28 -16.15 -5.77  -0.003
H -11.63 -17.08 -6.39  -0.003
H -11.74 -14.69 -4.52  0.034
H -11.06 -13.95 -6.75  -0.007
H -12.54 -13.29 -6.20  -0.001
H -12.59 -14.50 -7.42  0.009
C -6.72 -11.96 -6.05  0.000
C -7.30 -13.38 -5.99  0.000
C -8.45 -13.54 -4.98  0.000
C -8.27 -12.86 -3.71  0.000
N -8.14 -12.30 -2.71  0.000
H -5.94 -11.85 -6.80  0.000
H -6.24 -11.79 -5.08  0.000
H -7.50 -11.22 -6.24  0.000
H -6.50 -14.06 -5.68  0.000
H -7.59 -13.78 -6.96  0.000
H -8.69 -14.57 -4.71  -0.001
H -9.36 -13.12 -5.43  0.000
C -9.14 -13.46 -10.88  0.000
C -9.58 -12.80 -9.57  -0.001
C -10.57 -11.65 -9.67  0.000
C -10.12 -10.63 -10.65  0.000
N -9.75 -9.81 -11.37  0.000
H -8.33 -14.16 -10.71  0.000
H -8.69 -12.68 -11.50  0.000
H -9.99 -13.90 -11.40  0.000
H -8.67 -12.45 -9.08  0.000
H -9.98 -13.53 -8.86  0.001
H -10.73 -11.18 -8.70  0.000
H -11.56 -11.98 -10.02  0.000
C -10.46 -16.41 0.83  0.000
C -10.93 -15.45 -0.23  -0.001
C -10.61 -15.88 -1.66  -0.002
C -9.17 -15.94 -1.97  0.000
N -8.06 -15.94 -2.23  0.000
H -9.37 -16.54 0.86  0.000
H -10.78 -17.43 0.60  0.000
H -10.80 -16.10 1.81  0.000
H -10.53 -14.44 -0.15  0.000
H -12.01 -15.31 -0.18  0.000
H -10.93 -15.11 -2.37  0.008
H -11.04 -16.83 -2.00  0.000
C -7.07 -17.33 -5.11  0.000
C -7.97 -18.58 -4.92  0.000
C -8.75 -18.98 -6.18  0.000
C -7.91 -19.54 -7.25  0.000
N -7.28 -20.00 -8.09  0.000
H -6.59 -17.01 -4.19  0.000
H -7.58 -16.47 -5.53  0.000
H -6.23 -17.68 -5.72  0.000
H -8.66 -18.20 -4.16  0.000
H -7.37 -19.41 -4.56  0.000
H -9.17 -18.09 -6.65  0.000
H -9.58 -19.63 -5.92  0.000
C -12.54 -18.83 -9.31  0.000
C -13.88 -18.14 -9.16  0.000
C -13.70 -16.67 -8.65  0.001
C -12.89 -15.82 -9.52  0.001
N -12.29 -15.14 -10.22  0.000
H -12.06 -18.52 -10.24  0.000
H -12.58 -19.92 -9.34  0.000
H -11.84 -18.53 -8.52  0.000
H -14.48 -18.63 -8.40  0.000
H -14.39 -18.10 -10.12  0.000
H -13.36 -16.75 -7.62  -0.006
H -14.73 -16.31 -8.66  0.001
C -12.90 -19.96 -6.02  -0.001
C -12.61 -20.60 -4.65  0.000
C -12.22 -19.66 -3.49  -0.001
C -13.19 -18.59 -3.25  -0.008
N -13.97 -17.78 -3.06  0.032
H -12.04 -19.35 -6.32  0.000
H -13.73 -19.25 -6.00  0.001
H -13.03 -20.72 -6.78  0.000
H -11.77 -21.27 -4.82  0.000
H -13.50 -21.17 -4.36  0.000
H -11.22 -19.25 -3.66  0.001
H -12.19 -20.14 -2.50  0.001
C -17.36 -12.76 -9.31  0.000
C -16.83 -12.88 -7.87  0.000
C -15.32 -13.12 -7.89  -0.002
C -14.59 -12.03 -8.54  0.000
N -14.06 -11.17 -9.08  0.000
H -17.12 -13.67 -9.86  0.000
H -16.97 -11.90 -9.84  0.000
H -18.44 -12.60 -9.26  0.000
H -17.37 -13.70 -7.39  0.000
H -17.08 -11.96 -7.34  0.000
H -15.08 -14.06 -8.40  0.000
H -14.96 -13.25 -6.86  -0.001
C -12.43 -11.10 -1.04  0.000
C -11.36 -11.30 -2.10  0.000
C -11.72 -12.22 -3.26  -0.006
C -13.00 -11.88 -3.87  0.001
N -14.02 -11.59 -4.29  0.000
H -12.91 -12.05 -0.78  0.000
H -13.30 -10.51 -1.34  0.000
H -12.13 -10.63 -0.11  0.000
H -10.41 -11.64 -1.70  0.000
H -11.16 -10.30 -2.51  0.000
H -11.73 -13.28 -2.98  0.006
H -10.90 -12.11 -3.96  -0.001

net charge	+1
M	666.88	g mol⁻¹
2S+1	6
E_HOMO (alpha / beta)	-12.4984 / -12.4984	eV
ΔE to the lowest compared entry with this formula, charge and spin	2.533	eV

4 unconnected molecules or ions with the total composition C15H24F3N4O2P at a distorted geometry, computed with ωB97M-V/def2-TZVPD.

Last column: Mulliken charge in e.
Positions of all 49 atoms, in Å:
N -3.50 -0.80 5.89  -0.875
P -3.27 -0.31 4.39  0.256
C -2.08 -1.10 3.40  -0.513
C -2.14 -0.39 2.04  0.475
O -1.27 0.48 1.71  -0.686
O -3.13 -0.69 1.29  -0.785
C -0.75 -1.05 4.02  1.012
F -0.52 -2.11 4.88  -0.319
F -0.42 0.03 4.84  -0.363
F 0.30 -1.12 3.16  -0.272
H -3.38 -0.03 6.54  0.189
H -4.42 -0.44 3.59  0.000
H -3.06 1.09 4.37  -0.064
C 1.03 -3.08 -2.05  -1.343
C -0.10 -2.06 -1.92  -0.318
C -0.85 -2.14 -0.59  -0.005
C -1.46 -3.47 -0.46  0.356
N -1.96 -4.51 -0.42  -0.642
H 0.64 -4.10 -2.00  0.471
H 1.55 -2.96 -3.00  0.316
H 1.76 -2.96 -1.25  0.294
H -0.81 -2.20 -2.74  0.213
H 0.32 -1.06 -2.02  0.298
H -1.64 -1.39 -0.51  0.148
H -0.18 -1.97 0.26  0.124
C -0.11 -0.91 -5.71  -0.884
C 0.85 0.14 -6.25  -0.443
C 2.27 -0.02 -5.70  -0.463
C 2.29 0.09 -4.24  0.241
N 2.26 0.21 -3.10  -0.389
H -0.21 -0.85 -4.63  0.129
H -1.10 -0.78 -6.14  0.358
H 0.24 -1.92 -5.96  0.317
H 0.48 1.14 -5.99  0.299
H 0.89 0.09 -7.34  0.296
H 2.94 0.74 -6.11  0.300
H 2.67 -1.00 -5.97  0.272
C 2.54 3.66 3.48  -1.295
C 1.64 2.71 2.70  -0.049
C 0.49 3.43 1.98  -0.225
C -0.38 4.13 2.93  0.264
N -1.07 4.69 3.66  -0.539
H 1.98 4.16 4.28  0.345
H 3.36 3.12 3.95  0.371
H 2.97 4.43 2.84  0.289
H 1.22 1.96 3.36  0.025
H 2.23 2.19 1.95  0.360
H -0.11 2.68 1.44  0.128
H 0.86 4.17 1.27  0.326

net charge	-2
M	380.35	g mol⁻¹
E_HOMO	-0.0811	eV

2 unconnected molecules or ions with the total composition C4H8O2, computed with ωB97M-V/def2-TZVPD.

Last column: Mulliken charge in e.
Positions of all 14 atoms, in Å:
C -1.29 1.58 0.77  -1.090
C -0.55 -0.80 0.86  -0.343
O -0.09 -1.99 0.41  -0.499
C -0.81 0.30 0.15  0.111
C 2.07 -0.59 -1.35  -0.057
O 1.26 -1.26 -1.94  -0.468
H -2.17 1.97 0.24  0.281
H -1.57 1.43 1.81  0.318
H -0.52 2.36 0.74  0.243
H -0.69 -0.82 1.94  0.288
H 0.12 -1.92 -0.54  0.371
H -0.68 0.28 -0.93  0.344
H 2.14 -0.60 -0.25  0.228
H 2.78 0.06 -1.89  0.272

M	88.11	g mol⁻¹
E_HOMO	-8.5165	eV
ΔE to the lowest compared entry with this formula, charge and spin	2.097	eV